{"formula": "C44H60Br2N4O2Ti", "method": "wB97M-V/def2-TZVPD", "de_lowest_kj_mol": 0.0, "total_charge": 1, "orbital_gap_ev": [6.658, 6.683], "multiplicity": 2, "lumo_energy_ev": [-3.455, -3.475], "symbols": ["Ti", "C", "C", "H", "C", "C", "H", "H", "H", "Br", "H", "H", "C", "O", "H", "C", "H", "C", "C", "H", "O", "C", "H", "H", "H", "H", "H", "H", "H", "H", "C", "H", "H", "H", "C", "H", "C", "C", "C", "H", "H", "C", "C", "H", "H", "H", "C", "C", "N", "C", "C", "C", "C", "H", "H", "N", "H", "H", "C", "C", "C", "C", "C", "C", "C", "H", "C", "C", "H", "H", "H", "C", "H", "C", "C", "H", "Br", "H", "C", "H", "H", "C", "H", "H", "C", "H", "C", "H", "H", "C", "C", "H", "N", "H", "H", "C", "H", "C", "H", "H", "H", "H", "H", "H", "C", "N", "C", "H", "H", "H", "H", "H", "H"], "xyz": [[-0.28, 0.31, -1.02], [1.03, 0.83, -3.92], [-1.31, -6.47, 2.55], [2.00, -4.05, -2.76], [-0.59, -5.09, -0.95], [-0.37, 1.92, 2.13], [-0.44, 4.75, 6.71], [2.24, 1.29, 0.96], [1.45, 5.26, 2.55], [0.14, 2.86, -7.39], [1.33, -2.25, 0.27], [0.70, -1.97, -3.51], [0.11, 2.60, 0.99], [-0.05, 1.98, -0.19], [0.98, 6.76, -0.69], [0.64, 6.11, 0.12], [3.09, 5.28, 1.10], [-1.21, -4.01, 1.07], [-0.09, -2.62, -3.89], [-1.75, -7.60, -0.68], [-0.59, -1.49, -1.45], [1.24, -4.62, -3.29], [0.42, -8.21, 1.41], [0.89, 6.60, 1.06], [-1.41, 0.28, 2.98], [-2.18, -4.36, -3.80], [3.72, 0.43, 0.47], [1.48, 3.29, -1.66], [-2.15, 0.92, 1.52], [-0.07, 4.12, -1.61], [-0.51, -3.88, -1.66], [-0.36, -6.00, -1.49], [3.31, 3.91, 0.00], [1.80, 0.20, -3.52], [-0.91, -5.19, 0.39], [-2.99, -6.99, 0.42], [-2.00, -7.44, 0.37], [-1.02, 1.82, -3.58], [-3.39, 1.15, -0.92], [-2.04, -8.42, 0.85], [-2.97, 3.76, -3.64], [1.29, 4.73, -0.01], [-2.19, 1.99, -2.67], [-1.78, -1.81, 2.19], [-3.48, 0.40, -0.14], [-0.45, 6.04, 0.06], [1.13, 1.34, -5.20], [-1.55, -1.54, 1.16], [-0.02, 1.06, -3.12], [-1.19, 0.67, 1.98], [0.09, 2.13, -5.66], [2.74, 0.78, 0.14], [-4.22, 3.06, -2.06], [0.73, -7.35, -0.09], [-1.04, -2.08, -3.81], [-2.30, 1.10, -1.67], [1.19, -6.62, 1.45], [3.19, 5.55, -0.64], [-0.14, -3.96, -3.15], [1.69, -1.33, 0.73], [1.63, 3.20, 5.75], [-1.14, -2.79, 0.42], [0.71, -0.83, 1.76], [0.43, -7.22, 0.95], [0.75, 4.19, 4.98], [-1.49, -4.03, 2.11], [-0.16, 2.45, 3.39], [2.70, -1.05, -1.40], [-2.31, -6.05, 2.70], [2.60, 3.07, 5.26], [1.25, -5.64, -2.89], [0.94, 4.32, 2.43], [3.07, -0.33, -2.13], [-1.19, -4.82, -3.87], [-0.76, -2.71, -0.93], [0.11, -2.82, -4.94], [-5.49, 4.42, -2.29], [-1.12, 3.40, 5.81], [1.00, 4.24, -1.44], [-0.52, 1.90, 4.25], [2.87, 1.50, -0.67], [-1.01, 2.37, -4.85], [1.99, 1.13, -5.81], [-1.26, -5.83, -3.45], [-4.39, 2.09, -1.08], [1.80, 3.55, 6.77], [2.81, 4.88, 0.12], [1.38, 4.99, -2.14], [0.86, 6.30, 4.45], [1.45, 5.55, 4.98], [-0.60, 4.35, 5.71], [-1.31, -7.47, 2.99], [-0.58, -0.41, 1.16], [1.12, 0.03, 2.29], [-0.93, -4.92, -4.92], [0.51, 3.66, 3.57], [-2.48, -1.15, 0.72], [-3.11, 3.01, -2.88], [2.08, -1.79, -1.88], [3.58, -1.54, -0.96], [-0.59, -5.86, 3.10], [1.52, -4.68, -4.34], [0.54, -1.61, 2.50], [1.16, 2.21, 5.82], [0.76, 3.84, 1.13], [1.93, -0.35, -0.36], [-0.95, -6.56, 1.07], [2.64, -1.56, 1.22], [-1.84, 2.94, -5.23], [1.58, 5.90, 6.00], [-1.25, 5.03, 5.16], [2.44, 5.50, 4.52], [-5.26, 2.08, -0.43]], "mulliken_spin": [0.893, 0.025, 0.000, 0.000, 0.001, -0.004, 0.000, -0.004, 0.000, 0.000, -0.010, 0.011, 0.009, 0.006, 0.000, 0.000, 0.000, 0.001, 0.002, 0.000, -0.048, 0.000, 0.000, 0.000, 0.001, 0.000, 0.002, 0.007, -0.007, 0.000, 0.001, 0.000, 0.001, -0.024, -0.001, 0.000, 0.000, 0.012, 0.018, 0.000, 0.000, 0.000, 0.017, 0.001, -0.014, 0.000, 0.000, 0.065, -0.002, 0.059, 0.000, 0.023, -0.001, 0.000, -0.002, 0.004, 0.000, 0.000, 0.001, 0.020, 0.000, -0.023, 0.019, 0.000, 0.000, 0.000, 0.001, 0.052, 0.000, 0.000, 0.000, 0.001, 0.003, 0.000, 0.016, 0.000, 0.000, 0.000, 0.002, 0.000, 0.003, 0.003, 0.000, 0.000, 0.008, 0.000, 0.000, 0.000, 0.000, 0.000, 0.000, 0.000, -0.074, -0.002, 0.000, -0.001, -0.012, -0.004, -0.019, 0.001, 0.000, 0.000, -0.001, 0.000, -0.001, -0.042, 0.000, 0.004, 0.000, 0.000, 0.000, 0.000, 0.000]}

{"formula": "C44H60BrGeIrN4O3Si2", "method": "wB97M-V/def2-TZVPD", "total_charge": 1, "orbital_gap_ev": [7.596, 5.994], "multiplicity": 6, "lumo_energy_ev": [-2.062, -5.071], "symbols": ["H", "C", "C", "C", "H", "C", "H", "H", "H", "H", "C", "H", "C", "N", "C", "Si", "C", "H", "H", "H", "C", "H", "H", "H", "H", "C", "H", "H", "O", "H", "H", "H", "C", "O", "H", "C", "C", "C", "H", "H", "H", "H", "H", "N", "H", "H", "C", "H", "H", "C", "Ir", "H", "C", "H", "C", "H", "C", "C", "C", "C", "C", "H", "N", "C", "C", "H", "H", "C", "H", "H", "N", "C", "C", "H", "H", "C", "H", "C", "C", "H", "H", "C", "C", "H", "H", "H", "H", "H", "O", "H", "H", "H", "C", "H", "Br", "C", "C", "C", "C", "H", "Ge", "H", "H", "H", "H", "C", "C", "H", "Si", "H", "C", "H", "C", "C", "C", "H"], "xyz": [[-3.21, 6.92, -2.21], [-1.64, 1.69, 2.56], [-2.56, 5.35, -0.87], [-2.84, 5.89, -2.28], [-5.23, -0.86, 0.55], [-0.17, 2.09, 5.25], [-3.64, 1.73, -2.73], [3.47, -5.98, -2.35], [-3.49, -1.90, -0.83], [-1.94, 6.06, -0.33], [0.16, -2.57, -3.46], [1.29, 3.23, 1.67], [0.48, 3.26, -4.42], [0.85, 4.53, -4.57], [4.36, -3.50, -0.23], [0.07, 1.88, 3.39], [2.63, 4.15, -3.05], [2.96, -2.33, 3.23], [3.60, 0.37, 3.64], [5.45, -5.10, -1.16], [-4.55, -0.21, -0.01], [0.80, 2.13, 5.76], [0.05, 5.78, -1.45], [-2.78, -1.24, 0.66], [-2.73, -3.37, 0.48], [2.14, -4.48, -1.59], [-4.35, 0.68, 0.58], [-2.55, -0.16, -1.96], [-0.22, 0.54, -4.19], [-1.20, -2.32, 2.88], [-5.03, 0.08, -0.94], [1.30, 4.84, -0.61], [2.00, -3.36, -0.77], [-2.32, -0.20, -1.02], [-1.87, 1.79, -2.72], [2.25, 2.83, -2.90], [-3.27, -0.98, -0.28], [0.14, -5.01, 1.20], [-3.26, -4.26, -4.03], [0.03, 5.64, 0.31], [-2.53, 2.09, -0.42], [-1.85, -3.61, -5.96], [0.27, -6.78, 2.38], [1.95, 0.46, 0.73], [3.03, -2.04, 0.58], [-0.69, 3.02, 5.46], [-2.59, -5.14, 1.65], [-1.28, -2.48, 4.63], [-2.00, 2.63, 2.15], [-2.82, 2.89, -1.10], [-0.06, 0.44, -0.36], [-3.83, 3.21, -0.85], [1.91, 4.98, -3.90], [2.81, 2.18, -2.25], [-2.77, 2.37, -2.54], [2.77, 0.43, -1.15], [1.02, 3.37, 2.71], [1.03, 0.31, 3.01], [2.14, 0.39, 2.06], [3.46, 0.41, 2.56], [-0.27, -2.83, -4.75], [-2.16, -6.91, 2.80], [-1.93, 4.03, -0.86], [-0.39, -6.04, 1.97], [-1.51, -3.42, -4.96], [0.40, -0.68, 6.36], [1.81, -3.57, 3.71], [1.26, -1.03, 5.79], [-0.39, 2.94, -4.99], [1.60, -1.97, 6.23], [-0.04, 2.70, -0.66], [4.31, 0.55, 0.34], [-0.69, -4.04, 0.63], [2.05, -0.29, 5.90], [1.64, -2.77, 2.15], [1.91, -2.61, 3.20], [-3.66, -5.18, 1.83], [4.49, -4.61, -1.05], [3.01, 0.49, -0.10], [5.12, 0.60, -0.37], [-1.68, -0.94, 3.87], [-2.06, -4.12, 0.88], [3.38, -5.10, -1.72], [1.94, 3.52, 3.28], [-1.58, 0.96, 1.75], [-0.74, 1.27, 5.68], [0.35, -2.55, -5.59], [2.18, 6.02, -4.04], [0.98, 0.37, -2.29], [-3.50, 5.27, -0.32], [1.12, -2.10, -3.30], [-1.94, 5.89, -2.89], [0.58, 0.97, -3.38], [1.21, -4.98, 1.03], [4.10, 4.81, -2.04], [1.14, 2.37, -3.59], [-0.62, -2.92, -2.37], [-1.02, -1.80, 3.82], [0.24, 5.11, -0.61], [0.96, 2.80, -0.56], [0.14, -2.65, -0.56], [1.29, -4.88, -2.12], [-3.60, 5.29, -2.78], [-2.48, -3.82, -1.74], [-2.39, 1.32, 3.27], [-1.75, -6.10, 2.20], [-2.30, -3.77, -3.87], [5.54, 0.58, 2.11], [0.80, -1.30, 3.97], [5.21, -3.12, 0.31], [-1.87, -3.52, -2.58], [-2.80, 3.19, -3.26], [4.53, 0.52, 1.71], [3.12, -2.89, -0.09], [-0.61, 3.87, -0.72], [0.43, 4.28, 2.79]], "mulliken_spin": [0.000, -0.037, -0.002, 0.001, 0.000, 0.019, 0.001, 0.001, 0.002, 0.000, 0.005, 0.002, 0.000, 0.001, -0.002, 0.000, -0.001, 0.001, 0.004, 0.000, 0.002, 0.000, 0.002, -0.002, 0.000, -0.028, 0.002, 0.002, 0.039, -0.012, 0.001, -0.002, 0.105, 0.067, 0.000, -0.008, 0.030, 0.025, 0.000, 0.000, -0.013, 0.001, 0.001, 0.022, 0.033, 0.002, -0.016, 0.003, 0.016, 0.025, 2.555, -0.001, 0.000, 0.004, 0.005, -0.017, 0.002, 0.375, 0.322, 0.170, -0.021, 0.001, 0.007, -0.009, 0.034, 0.000, 0.002, 0.029, 0.000, 0.001, 0.096, 0.026, 0.024, 0.001, 0.047, -0.036, 0.000, 0.002, 0.003, 0.001, 0.002, 0.051, 0.002, 0.004, 0.183, -0.002, 0.000, 0.000, 0.114, 0.000, 0.005, 0.000, 0.015, 0.006, 0.000, 0.004, 0.071, 0.069, 0.008, 0.014, 0.569, -0.005, 0.000, 0.006, 0.003, 0.024, -0.014, 0.000, -0.077, 0.000, 0.039, -0.001, 0.009, -0.018, 0.004, 0.001]}

no.,DFT total energy (a.u.)
1,-8079.6539
2,-7491.3452